Entry 1:
A molecular structure, C23H18Br2ILaN7O3S at a distorted geometry, computed with ωB97M-V/def2-TZVPD.

Structure (XYZ):
```
56
Properties=species:S:1:pos:R:3:lowdin_charge:R:1
C 5.594 -4.977 0.814 -0.31
I 1.347 0.873 -6.558 0.88
C 5.156 -2.662 1.364 -0.05
O 2.860 -0.935 -1.148 -0.39
H 2.403 0.578 -3.285 0.11
N 0.501 0.612 -2.389 -0.13
H 7.157 -6.091 1.519 0.11
H 3.396 2.770 1.385 0.09
H 2.296 -2.862 4.752 0.12
Br -3.136 6.312 1.331 0.81
C -2.484 4.595 0.849 -0.61
N 0.691 2.732 0.488 -0.02
H 0.646 -1.137 5.593 0.11
C 1.230 -1.734 1.932 -0.55
C 1.208 4.990 1.069 0.01
C 3.027 3.320 0.518 -0.01
H 3.639 4.208 0.392 0.09
N 6.298 -6.115 0.998 0.13
C -3.374 3.629 0.447 -0.15
C -1.097 4.340 0.876 -0.18
H 2.889 -3.797 -0.873 0.12
H 6.130 -6.897 0.390 0.11
O -1.168 0.792 -0.100 -0.40
La 0.885 0.325 0.040 2.12
C 0.607 0.758 -4.615 -0.74
C -0.722 0.784 -4.234 -0.11
C 4.498 -4.968 -0.067 -0.01
C 3.751 -3.829 -0.226 -0.06
C 1.589 3.684 0.702 -0.30
N -0.740 0.691 -2.899 0.01
H -4.427 3.850 0.387 0.10
C -0.642 3.035 0.549 -0.14
C 1.707 -2.253 4.082 -0.08
H 3.145 2.679 -0.361 0.08
H -0.570 0.212 3.833 0.12
H 5.380 -1.768 1.923 0.12
H 6.744 -3.816 2.208 0.12
Br -4.102 1.046 -0.555 0.82
N 1.914 -2.470 2.797 0.16
C 5.909 -3.805 1.524 -0.01
H -1.549 0.650 -2.281 0.13
H -0.429 6.307 1.440 0.08
C 0.141 -0.564 3.576 -0.09
S 2.961 -1.361 0.249 0.60
C -2.911 2.362 0.107 -0.59
O 3.169 -0.166 1.099 -0.41
C 1.336 0.649 -3.426 -0.18
N 1.447 -1.844 0.593 -0.28
C -1.566 1.998 0.192 -0.43
H -1.608 0.870 -4.831 0.13
C 0.804 -1.303 4.541 -0.02
H 1.970 5.732 1.253 0.12
N 0.355 -0.751 2.276 0.01
H 4.243 -5.865 -0.608 0.12
C 4.093 -2.681 0.477 -0.31
C -0.118 5.309 1.168 0.00
```

Properties
energy relative to the best compared isomer or geometry (same formula, charge and spin): 102.2 kJ/mol
highest occupied orbital energy: -10.5 eV
total charge: +1
Kohn-Sham gap: 7.57 eV
multiplicity: 1

***

Entry 2:
2 unconnected molecules or ions with the total composition C23H18ClIO9 at a distorted geometry, computed with ωB97M-V/def2-TZVPD.

Structure (XYZ):
```
52
Properties=species:S:1:pos:R:3:lowdin_charge:R:1
O 1.480 -3.365 2.779 0.05
H -2.216 -0.632 3.505 0.11
H -1.161 2.023 -2.393 0.12
H -0.839 -1.606 -5.288 0.13
H 0.474 4.863 4.905 0.12
H -4.184 1.274 -2.792 0.08
H -1.407 -3.257 1.204 0.05
O -1.626 4.506 5.049 0.12
H -3.552 2.749 -1.980 0.07
C 1.795 -0.693 -1.747 -0.01
H 1.306 -1.480 -4.379 0.11
Cl 0.406 -5.610 1.981 0.61
O 2.306 0.549 -3.807 0.10
H -0.632 -2.011 2.271 0.09
C -0.428 0.822 3.792 -0.29
O -2.754 0.131 3.786 0.11
H 5.368 0.924 -0.504 0.12
C 0.823 -1.705 -2.191 -0.15
C 0.575 -3.821 2.156 -0.75
H -3.284 2.518 -3.741 0.08
O -1.266 0.744 -4.681 0.11
H 1.583 1.661 3.825 0.14
C 1.297 -1.060 0.737 0.05
C 4.349 0.702 -0.911 0.02
C 0.139 3.100 4.413 -0.22
C -3.310 1.977 -2.757 -0.11
O -1.725 -1.106 -3.385 -0.06
H -2.108 0.679 -1.487 0.11
C -0.873 -1.908 -4.213 -0.22
C -1.940 1.227 -2.449 -0.12
C 4.130 0.427 -2.225 0.02
H 5.001 0.421 -2.930 0.12
C -1.589 0.247 -3.634 -0.45
C 2.678 0.127 -2.741 -0.31
C 0.092 -2.401 -1.099 -0.46
C -2.278 2.333 4.424 0.08
I -1.342 -3.978 -1.522 0.98
O 3.046 1.389 1.027 0.10
C -1.875 1.127 4.015 -0.22
C 0.618 -2.038 -3.693 -0.12
C 3.120 0.668 0.063 -0.31
O 1.012 4.101 4.616 0.11
O -0.100 -0.299 3.436 0.08
C -1.305 3.399 4.663 -0.31
H 0.902 -3.127 -3.816 0.12
C 0.315 -2.084 0.322 -0.21
H 1.469 -0.819 1.814 0.11
C -0.430 -2.806 1.496 -0.16
C 0.541 1.891 4.007 0.09
H -3.320 2.566 4.591 0.14
H -1.312 -2.944 -4.200 0.06
C 2.031 -0.395 -0.314 -0.05
```

Properties
highest occupied orbital energy: -9.3 eV
Kohn-Sham gap: 7.48 eV
multiplicity: 1

***

Entry 3:
2 unconnected molecules or ions with the total composition C23H18F4NO at a distorted geometry, computed with ωB97M-V/def2-TZVPD.

Structure (XYZ):
```
47
Properties=species:S:1:pos:R:3:lowdin_charge:R:1
H -1.581 -2.765 -4.436 0.11
H 1.626 -2.278 -1.692 0.12
O 3.817 -0.095 -1.103 0.07
F -3.282 -3.028 0.241 0.07
C -2.286 0.906 1.163 0.08
F 3.402 1.685 4.944 0.07
C 3.278 -1.177 -1.289 -0.49
H -1.071 1.432 -1.824 0.11
C -0.185 -0.478 -2.309 -0.15
H 4.769 -2.523 -0.611 0.09
H 2.540 4.112 4.386 0.15
N 1.913 -1.347 -1.413 0.10
H -4.713 -0.922 -0.445 0.15
C 1.990 3.300 3.919 0.14
C 0.527 1.171 2.677 -0.18
F 0.544 4.849 2.840 0.07
C 0.977 -0.310 -1.392 -0.23
C -3.801 -0.713 0.108 0.13
C -1.375 -0.129 1.514 -0.18
H -1.157 -2.300 1.584 0.14
H 2.052 0.857 0.014 0.08
C 2.319 1.958 4.135 -0.20
C -3.396 0.589 0.390 -0.21
C -2.512 -0.898 -3.854 -0.06
H 3.410 -3.348 -1.410 0.08
H -3.146 1.037 -3.103 0.11
C 4.051 -2.465 -1.430 0.01
H 0.498 -2.347 -3.205 0.11
C -0.314 -1.622 -3.123 -0.02
C -2.362 0.278 -3.111 -0.07
C -1.200 0.497 -2.370 -0.04
C 1.116 0.736 -0.526 0.09
C 1.627 0.912 3.560 0.08
F -4.092 1.621 -0.209 0.06
H 4.607 -2.444 -2.371 0.10
C -0.079 0.044 2.064 0.11
H -2.106 1.936 1.445 0.11
H 0.375 1.535 -0.525 0.06
C 0.181 2.531 2.447 0.08
C -1.785 -1.476 1.248 0.08
H -3.424 -1.064 -4.430 0.11
H 0.460 -0.895 2.230 0.14
C 0.903 3.537 3.079 -0.19
H -0.597 2.795 1.740 0.11
C -2.950 -1.729 0.554 -0.20
H 1.916 -0.119 3.756 0.14
C -1.485 -1.849 -3.854 -0.06
```

Properties
highest occupied orbital energy: -11.5 eV
total charge: +1
Kohn-Sham gap: 4.97 eV
multiplicity: 1

***

Entry 4:
A molecular structure, C23H18N4OPdS2 at a distorted geometry, computed with ωB97M-V/def2-TZVPD.

Structure (XYZ):
```
49
Properties=species:S:1:pos:R:3:lowdin_spin:R:1
C 0.371 1.899 1.452 0.14
C -2.926 -4.121 -4.452 0.00
C 1.973 2.165 3.270 0.03
C 2.589 2.809 0.984 0.03
N -4.103 0.260 -1.836 0.35
C -3.479 -1.404 -4.203 0.04
H -0.402 -1.782 2.020 0.00
H -5.935 1.716 -2.593 0.00
Pd -2.288 0.364 0.587 1.33
O 5.631 1.219 4.814 0.02
H -6.250 2.501 -1.073 0.00
C 4.192 2.946 2.777 0.13
H -0.279 -2.793 -2.756 0.00
H 2.316 2.929 -0.055 0.00
S -4.476 1.311 0.656 0.20
C 6.878 3.053 5.816 0.00
C -2.495 -1.421 -1.900 0.14
H 6.424 4.023 6.018 0.00
C -1.345 -1.912 -1.115 0.01
C -3.737 -2.054 -5.391 0.00
C -4.755 1.137 -1.048 0.08
C 1.635 2.293 1.897 0.13
H -4.150 -1.504 -6.226 0.00
N -3.073 -0.349 -1.351 0.21
C -0.296 -2.624 -1.689 0.03
H 6.976 2.474 6.731 0.00
H -3.681 -0.355 -4.118 0.00
C 0.695 -2.812 0.477 0.03
H -2.747 -5.183 -4.543 0.00
C -2.894 -2.098 -3.121 0.04
H -3.648 -3.909 -6.464 0.00
C 3.836 3.147 1.420 0.05
C -0.347 -2.042 0.971 0.02
H 3.476 2.362 4.746 0.00
H 1.558 -3.632 -1.310 0.00
H 7.872 3.245 5.403 0.00
N -5.722 1.832 -1.612 0.13
C 6.072 2.311 4.823 0.01
H 1.468 -3.174 1.139 0.00
H 1.220 1.835 3.972 0.00
C 3.231 2.470 3.700 0.04
H -2.282 -4.057 -2.427 0.00
S 5.793 3.374 3.235 0.25
N -1.334 -1.596 0.198 0.07
C -3.451 -3.409 -5.525 0.06
H 4.570 3.552 0.736 0.00
C -0.761 1.562 1.111 0.36
C 0.733 -3.078 -0.881 0.01
C -2.646 -3.480 -3.265 0.04
```

Properties
highest occupied orbital energy (alpha / beta): -13.8 / -14.1 eV
total charge: +2
Kohn-Sham gap (alpha / beta): 7.37 / 5.43 eV
⟨S²⟩: 6.07
multiplicity: 5

***

Entry 5:
A molecular structure, C23H19BCl5N3O8W at a distorted geometry, computed with ωB97M-V/def2-TZVPD.

Structure (XYZ):
```
60
Properties=species:S:1:pos:R:3:lowdin_spin:R:1
C 3.642 -1.644 -3.488 0.00
C 2.470 -0.926 -3.397 0.00
C -1.020 4.502 -0.678 0.00
H 2.312 -0.052 -4.008 0.00
C 1.523 0.158 4.135 0.00
C 1.750 -2.510 -1.707 0.01
H 1.846 3.378 -1.635 0.00
N -1.160 3.338 -1.442 0.01
O 0.278 -0.072 2.136 0.03
H -1.610 5.517 3.187 0.00
H 6.587 -2.048 -3.618 0.00
H -4.941 -0.892 0.144 0.01
C 1.513 -1.380 -2.490 0.01
O 0.829 -3.975 -0.062 0.02
H 0.975 4.675 -2.466 0.00
C 3.939 0.019 4.043 0.00
H -4.984 0.994 -0.474 0.01
C 2.757 0.175 4.774 0.00
Cl 0.065 0.377 4.993 0.00
C 2.643 -0.133 2.029 0.01
H 2.674 4.872 -2.057 0.00
C 2.924 -3.263 -1.843 0.00
W 0.011 -0.047 0.160 1.57
H 3.066 -4.146 -1.245 0.00
O -0.637 1.139 -1.850 0.01
C -0.541 2.169 -1.144 0.01
N -1.922 0.148 0.340 0.02
H 2.201 4.981 0.320 0.00
H 0.538 -0.880 -2.443 0.00
C 3.853 -2.812 -2.742 0.00
O 4.738 -1.397 -4.258 0.00
C 0.815 -2.890 -0.600 0.01
N 0.202 2.038 -0.032 0.02
C 1.436 -0.016 2.738 0.01
H 1.175 6.151 -0.526 0.00
H -1.051 3.879 2.870 0.00
O 5.077 -3.326 -3.048 0.00
B -4.605 0.233 0.364 0.03
C 1.729 4.458 -1.713 0.00
H -4.956 0.594 1.444 0.01
Cl 2.468 -0.228 0.310 0.04
C 0.113 4.483 0.332 0.00
C 1.365 5.087 -0.374 0.00
O -1.725 5.446 -0.896 0.00
C 0.496 3.087 0.806 0.00
H 0.656 5.500 2.148 0.00
Cl 2.828 0.394 6.464 0.00
Cl 5.314 -0.330 1.748 0.00
C -3.094 0.212 0.361 0.10
H -2.252 4.627 1.811 0.00
C 5.642 -2.456 -4.005 0.00
H -0.537 6.355 1.153 0.00
O 1.102 2.857 1.832 0.01
C 3.879 -0.134 2.657 0.00
C -1.358 4.810 2.401 0.00
C -0.239 5.380 1.538 0.00
O 0.038 -1.896 -0.249 0.05
H -1.865 3.323 -2.173 0.00
H 5.833 -3.010 -4.936 0.00
Cl 5.451 0.048 4.841 0.00
```

Properties
energy relative to the best compared isomer or geometry (same formula, charge and spin): 28.7 kJ/mol
highest occupied orbital energy (alpha / beta): -8.6 / -9.0 eV
Kohn-Sham gap (alpha / beta): 7.05 / 7.24 eV
⟨S²⟩: 2.01
multiplicity: 3

***

Entry 6:
A molecular structure, C23H19BClF4LaNOP at a distorted geometry, computed with ωB97M-V/def2-TZVPD.

Structure (XYZ):
```
52
Properties=species:S:1:pos:R:3:lowdin_spin:R:1
C 0.692 3.841 -2.726 0.00
H 2.492 -2.281 -4.898 0.00
C -3.268 -2.927 4.344 0.07
H 4.740 1.900 2.574 0.00
H -0.528 5.533 -3.068 0.00
H -4.014 -3.572 4.755 0.00
H 2.550 -0.892 0.161 0.00
C 2.064 -1.755 -4.041 0.00
H -0.146 -3.597 3.012 0.00
H 4.574 -0.377 1.569 0.00
C -1.074 -1.619 3.056 0.21
O -2.483 0.177 2.968 0.06
H -4.009 -0.854 4.523 0.00
H -2.492 4.533 -1.904 0.00
H 0.992 3.006 0.860 0.00
C 3.863 1.625 2.017 0.00
H 0.233 -2.989 -4.084 0.00
C 2.791 -0.726 -3.502 0.00
C 1.648 1.000 0.454 0.00
H -0.668 -1.812 -2.055 0.00
C 1.035 -0.474 -1.837 0.00
P 0.246 0.561 -0.582 0.00
C 2.307 -0.123 -2.362 0.00
La -2.213 -0.593 0.855 0.09
F -4.381 -3.297 -1.362 0.00
C -1.387 2.798 -1.283 0.00
H 1.747 2.117 -2.155 0.00
H 1.560 4.212 -3.302 0.00
C 0.805 2.626 -2.128 0.00
F -2.777 -1.625 -1.140 0.00
F -4.427 -1.825 0.453 0.00
N -2.144 -0.943 3.687 0.27
H 3.756 -0.470 -3.916 0.00
Cl -2.824 2.199 -0.385 0.00
C 3.776 0.379 1.438 0.00
C 0.826 -2.164 -3.577 0.00
C -2.094 -3.633 3.877 0.15
F -2.687 -3.336 0.298 0.00
C -0.222 2.072 -1.382 0.00
H 2.938 3.564 2.248 0.00
C 2.657 0.061 0.674 0.00
C -1.567 4.021 -1.926 0.00
B -3.642 -2.637 -0.482 0.00
C -3.263 -1.590 4.270 0.07
C -0.486 4.524 -2.656 0.00
H -0.194 -0.960 2.855 0.03
C 0.299 -1.482 -2.468 0.00
H 2.838 0.666 -1.870 0.00
C -0.998 -3.018 3.290 0.03
C 2.865 2.568 1.815 0.00
H -2.070 -4.671 4.023 0.01
C 1.768 2.260 1.018 0.00
```

Properties
highest occupied orbital energy (alpha / beta): -9.2 / -11.9 eV
total charge: +1
Kohn-Sham gap (alpha / beta): 5.96 / 8.26 eV
⟨S²⟩: 0.76
multiplicity: 2

***

Entry 7:
A molecular structure, C23H19Cl5IN3Pd, computed with ωB97M-V/def2-TZVPD.

Structure (XYZ):
```
52
Properties=species:S:1:pos:R:3:lowdin_charge:R:1
Cl 1.182 -0.776 -2.151 0.58
Cl 5.028 -1.592 2.695 0.58
H -1.788 -6.529 -0.849 0.08
H 0.341 5.640 -3.063 0.10
H 0.051 1.029 0.266 0.05
C 3.592 -0.897 -0.968 -0.73
C -4.105 -4.320 0.261 -0.20
C -5.501 -4.201 0.496 -0.08
H 3.187 2.920 2.326 0.11
Cl 6.194 -0.900 -0.121 0.57
N 0.559 1.886 0.490 0.08
C 4.478 -1.065 0.098 -0.75
Pd -0.381 -1.721 0.654 0.16
C -6.039 -3.046 0.985 -0.13
C 0.232 5.018 -2.170 -0.19
H 2.971 4.794 0.647 0.11
Cl 4.250 -0.463 -2.528 0.58
I -2.624 -0.382 1.440 0.87
H 1.555 3.624 2.319 0.11
H 2.238 4.238 -2.274 0.13
H -1.475 3.834 -2.745 0.09
C -3.228 -3.225 0.536 -0.27
H -0.383 5.564 -1.448 0.11
C 2.595 3.785 0.450 -0.19
H -4.228 -6.354 -0.461 0.08
C 1.711 1.700 1.354 -0.20
N 1.397 3.922 -0.362 -0.07
H -7.106 -2.965 1.162 0.08
C 2.278 3.050 1.734 -0.17
C -3.854 -2.051 1.037 -0.63
C -3.564 -5.522 -0.246 -0.10
C 1.581 4.737 -1.543 -0.20
H 3.385 3.242 -0.094 0.13
H -0.302 -4.650 -0.351 0.06
C 2.568 -1.540 1.485 -0.74
H -5.615 -1.022 1.646 0.07
C -2.213 -5.607 -0.457 -0.13
C -1.803 -3.296 0.327 -0.22
H 1.386 1.124 2.219 0.11
H 2.079 5.662 -1.236 0.11
C -1.363 -4.518 -0.171 -0.17
C 0.530 2.820 -0.514 -0.38
C 3.940 -1.395 1.342 -0.73
Cl 1.965 -1.881 3.101 0.56
H -6.136 -5.055 0.275 0.09
C 1.611 -1.387 0.456 -0.37
H 0.040 3.280 -3.422 0.10
C -0.417 3.681 -2.506 -0.26
C -5.198 -1.945 1.261 -0.20
C 2.228 -1.056 -0.778 -0.74
H 2.497 1.117 0.862 0.10
N -0.324 2.692 -1.461 0.08
```

Properties
energy relative to the best compared isomer or geometry (same formula, charge and spin): 15.9 kJ/mol
highest occupied orbital energy: 0.4 eV
total charge: -2
Kohn-Sham gap: 3.94 eV
multiplicity: 1

***

Entry 8:
A molecular structure, C23H19CsN7O2S, computed with ωB97M-V/def2-TZVPD.

Structure (XYZ):
```
53
Properties=species:S:1:pos:R:3:lowdin_charge:R:1
C 1.802 -6.293 -0.678 -0.14
C -2.764 -1.277 2.226 -0.16
C 0.215 2.536 1.191 -0.04
C -0.718 6.932 -3.171 -0.10
H 0.775 3.460 1.152 0.11
N 0.589 -5.974 -0.429 -0.14
C 4.335 -3.848 -2.987 -0.08
N -1.280 3.416 2.985 0.04
C -3.200 -0.277 3.112 -0.07
H -1.788 7.143 -3.085 0.09
H 4.319 -6.813 -1.372 0.10
C -2.588 0.944 3.079 -0.02
H 2.238 -7.204 -0.265 0.10
C -1.148 0.099 1.346 -0.15
C 3.979 -5.863 -1.763 -0.04
H -2.895 1.749 3.732 0.10
H -0.296 7.551 -3.959 0.09
H -2.391 4.193 0.436 0.12
C -0.877 5.224 1.538 -0.31
C -0.029 0.228 0.392 -0.42
N 2.216 -4.264 -1.947 0.06
C -0.361 6.572 -0.857 -0.29
N -1.781 -1.100 1.377 0.04
H -4.013 -0.479 3.798 0.09
H 4.953 -3.184 -3.575 0.09
H 5.827 -5.375 -2.733 0.10
C 4.813 -5.062 -2.518 -0.09
C 0.370 6.868 0.287 -0.02
H 0.659 6.450 2.371 0.11
H 2.621 -2.551 -2.993 0.11
C 0.627 1.489 0.396 -0.02
C -0.862 2.439 2.072 -0.26
H -2.884 -7.763 1.294 0.05
C 3.031 -3.501 -2.666 -0.14
C -1.522 1.174 2.179 -0.11
C 2.673 -5.441 -1.497 -0.27
H -1.326 -8.048 1.959 0.07
H -3.238 -2.255 2.219 0.10
C -1.620 4.953 0.396 -0.03
C -1.372 5.617 -0.795 -0.02
H -1.967 5.373 -1.664 0.10
H -0.582 5.878 -3.427 0.09
O 0.312 -0.731 -0.341 -0.33
Cs -0.544 -3.222 -0.566 1.06
N -1.948 -7.435 1.454 0.02
N -0.054 -6.794 0.428 -0.07
O -0.027 7.269 -1.988 -0.10
C 0.100 6.211 1.474 -0.04
C -1.378 -6.776 0.389 -1.00
H 1.144 7.623 0.228 0.11
H 1.484 1.601 -0.256 0.10
N -1.203 4.651 2.810 0.04
S -2.430 -6.113 -0.789 0.34
```

Properties
energy relative to the best compared isomer or geometry (same formula, charge and spin): 0.0 kJ/mol
highest occupied orbital energy: -4.2 eV
total charge: -1
Kohn-Sham gap: 6.34 eV
multiplicity: 1

***

Number 5 is which compound? C23H19BCl5N3O8W

***

multiplicity of number 2 (C23H18ClIO9)? 1